No. 1
The following is a quantum chemistry calculation of 3 unconnected molecules or ions with the total composition C6H10O3 at a distorted geometry, from OMol25.

Results
Total charge   0
Frontier orbital gap   10.4 eV
Spin multiplicity   1
LUMO level   0.73 eV
Highest occupied orbital energy   -9.676 eV
F_max   2.3 eV/Å
Energy relative to the best compared isomer or geometry (same formula, charge and spin)   51.2 kJ/mol

The geometry in XYZ format:
```
19
C6H10O3 | OMol25 | ωB97M-V/def2-TZVPD
O -0.1257 1.5129 -1.0223
C 0.7528 1.3578 -1.7355
O 1.6408 1.2325 -2.4377
C 0.8767 -1.6360 0.5229
C 1.9622 -0.9824 0.1533
C 2.5460 0.1731 0.8955
H 0.5012 -2.4750 -0.0359
H 0.3415 -1.3761 1.4118
H 2.5011 -1.2834 -0.7356
H 2.8252 0.9762 0.2127
H 3.4514 -0.1462 1.4148
H 1.8443 0.5568 1.6346
C -3.0290 0.7714 0.2834
C -2.3531 -0.3110 -0.4928
O -2.4379 -0.4804 -1.6754
H -2.2664 1.3729 0.7876
H -3.6628 0.3234 1.0541
H -3.6262 1.3991 -0.3726
H -1.7420 -0.9855 0.1369
```

=====

No. 2
The following is a quantum chemistry calculation of a single C6H10O3Si molecule at a distorted geometry, from OMol25.

Results
Total charge   0
Frontier orbital gap   8.0 eV
Spin multiplicity   1
LUMO level   -0.39 eV
Highest occupied orbital energy   -8.410 eV
F_max   4.5 eV/Å
Energy relative to the best compared isomer or geometry (same formula, charge and spin)   242.7 kJ/mol

The geometry in XYZ format:
```
20
C6H10O3Si | OMol25 | ωB97M-V/def2-TZVPD
C -2.4923 1.7359 -1.3241
C 1.5180 -2.9181 0.3003
C 0.9175 0.4138 0.0308
C -0.5764 0.9441 0.1045
C 1.4042 -0.1622 1.3718
C -1.2939 0.8377 -1.2259
O -2.6842 2.8072 -0.8006
O 1.5598 -2.6556 -0.8814
O 0.4758 -1.0600 1.9514
Si 0.0648 -2.5463 1.5402
H -3.3115 1.5825 -2.0388
H 2.5039 -3.2502 0.6875
H 0.9801 -0.3474 -0.6615
H 1.4541 1.2468 -0.2208
H -1.1010 0.5651 1.0323
H -0.7007 2.0365 0.3045
H 2.2345 -0.7223 1.1849
H 1.4925 0.5945 2.1103
H -0.6619 1.0534 -2.0143
H -1.7831 -0.1554 -1.4512
```